# 1
DFT (wB97M-V/def2-TZVPD) results for an isolated molecule of C2H2N3P in a non-equilibrium geometry.

Computed properties:
Total energy = -15858.0538 eV
Energy above the lowest of the compared OMol25 structures with the same formula, charge and spin = 68.4 kJ/mol
HOMO energy (spin up / spin down) = -6.007 / -10.421 eV
LUMO (spin up / spin down) = 0.271 / -5.187 eV

ORCA input file:
```
! wB97M-V def2-TZVPD RIJCOSX def2/J DEFGRID3
* xyz 0 3
C -0.415 -1.235 -0.030
C -1.525 0.636 -0.024
N -0.468 -2.327 -0.349
N -2.550 1.073 -0.363
N -0.373 0.091 0.262
P 1.248 1.109 0.204
H 2.067 0.390 -0.831
H 2.015 0.264 1.132
*
```

***

# 2
DFT (wB97M-V/def2-TZVPD) results for a structure of composition C2H2N3S2 in a non-equilibrium geometry.

Computed properties:
Total energy = -28233.2504 eV
Energy above the lowest of the compared OMol25 structures with the same formula, charge and spin = 320.7 kJ/mol
HOMO energy (spin up / spin down) = -13.547 / -13.647 eV
LUMO (spin up / spin down) = -8.394 / -8.383 eV

ORCA input file:
```
! wB97M-V def2-TZVPD RIJCOSX def2/J DEFGRID3
* xyz 1 1
C 0.190 0.922 -0.244
C 1.030 -0.113 0.577
N -0.214 -1.905 0.133
N -1.078 0.581 -0.438
N 0.698 -1.326 0.745
S 0.924 2.334 -0.749
S -1.620 -1.687 -0.269
H 1.859 0.146 1.264
H -1.788 1.047 -1.019
*
```

***

# 3
DFT (wB97M-V/def2-TZVPD) results for a structure of composition C2H2N4 in a non-equilibrium geometry.

Computed properties:
Total energy = -8061.6232 eV
Energy above the lowest of the compared OMol25 structures with the same formula, charge and spin = 435.0 kJ/mol
HOMO energy = -8.077 eV
LUMO = 0.367 eV

ORCA input file:
```
! wB97M-V def2-TZVPD RIJCOSX def2/J DEFGRID3
* xyz 0 1
C -0.896 -0.363 -0.201
N -1.598 0.449 -0.800
N 0.512 1.950 0.203
N 1.009 0.917 0.327
C 1.130 -0.372 0.403
N -0.111 -1.070 0.443
H -2.103 -0.585 -0.818
H 2.076 -0.873 0.450
*
```

***

# 4
DFT (wB97M-V/def2-TZVPD) results for a cluster of 2 separate species, C2H2N4O2 in total in a non-equilibrium geometry.

Computed properties:
Total energy = -12154.4045 eV
Energy above the lowest of the compared OMol25 structures with the same formula, charge and spin = 805.0 kJ/mol
HOMO energy = -10.100 eV
LUMO = -2.672 eV

ORCA input file:
```
! wB97M-V def2-TZVPD RIJCOSX def2/J DEFGRID3
* xyz 0 1
C -1.905 0.240 -0.146
C 1.703 -0.291 -0.261
H -2.053 1.459 0.101
H 0.178 -1.580 1.109
N -0.430 0.244 -0.288
N 0.391 1.372 0.016
N 1.643 1.110 -0.102
N 0.355 -0.900 -0.625
O -2.518 -0.731 0.064
O 2.637 -0.923 0.132
*
```

***

# 5
DFT (wB97M-V/def2-TZVPD) results for an isolated molecule of C2H2N4O2 in a non-equilibrium geometry.

Computed properties:
Total energy = -12157.0211 eV
Energy above the lowest of the compared OMol25 structures with the same formula, charge and spin = 552.5 kJ/mol
SMILES = O=c1ncn(O)nn1
HOMO energy = -9.831 eV
LUMO = -0.434 eV

ORCA input file:
```
! wB97M-V def2-TZVPD RIJCOSX def2/J DEFGRID3
* xyz 0 1
O 1.018 -1.408 -1.950
C 0.272 -0.754 -1.220
N -0.689 -1.312 -0.373
C -0.758 -0.750 0.810
N -0.265 0.612 0.955
O -0.248 1.275 2.195
N 0.183 1.335 -0.010
N 0.390 0.738 -1.083
H -1.397 -0.914 1.657
H 0.815 1.390 2.425
*
```

***

# 6
DFT (wB97M-V/def2-TZVPD) results for the ion C2H2N5O3 with charge -1 in a non-equilibrium geometry.

Computed properties:
Total energy = -15693.2672 eV
HOMO energy (spin up / spin down) = -1.037 / -4.486 eV
LUMO (spin up / spin down) = 3.739 / -0.176 eV

ORCA input file:
```
! wB97M-V def2-TZVPD RIJCOSX def2/J DEFGRID3
* xyz -1 3
C 1.855 0.398 -1.977
C 0.140 -0.250 0.005
N 2.354 1.579 -2.261
N 1.931 2.494 -1.312
N 1.209 1.950 -0.493
N 1.092 0.592 -0.798
N 0.884 -1.007 1.089
O 1.871 -0.514 1.614
O 1.951 -0.679 -2.543
O 0.433 -2.131 1.375
H -0.463 0.306 0.687
H -0.213 -1.032 -0.748
*
```

***

# 7
DFT (wB97M-V/def2-TZVPD) results for an isolated molecule of C2H2NO2P in a non-equilibrium geometry.

Computed properties:
Total energy = -16976.6134 eV
Energy above the lowest of the compared OMol25 structures with the same formula, charge and spin = 339.2 kJ/mol
HOMO energy (spin up / spin down) = -9.434 / -9.434 eV
LUMO (spin up / spin down) = -0.124 / -0.125 eV

ORCA input file:
```
! wB97M-V def2-TZVPD RIJCOSX def2/J DEFGRID3
* xyz 0 1
C -0.134 -1.009 0.114
C -0.621 0.200 0.098
N 1.360 1.296 -0.137
O 1.194 -1.246 0.059
O -1.658 0.961 0.271
P 2.249 0.052 -0.137
H -0.698 -1.930 0.114
H -1.693 1.676 -0.382
*
```

***

# 8
DFT (wB97M-V/def2-TZVPD) results for a structure of composition C2H2NO2P in a non-equilibrium geometry.

Computed properties:
Total energy = -16979.2030 eV
Energy above the lowest of the compared OMol25 structures with the same formula, charge and spin = 89.3 kJ/mol
HOMO energy = -10.162 eV
LUMO = -0.570 eV

ORCA input file:
```
! wB97M-V def2-TZVPD RIJCOSX def2/J DEFGRID3
* xyz 0 1
C -0.641 0.276 -0.620
C 0.063 -0.396 -1.533
N -1.046 0.744 0.461
O -0.117 0.704 3.041
O 1.159 -0.575 1.104
P 0.150 0.264 1.675
H -0.287 -1.347 -1.942
H 0.720 0.328 -2.185
*
```

***

# 9
DFT (wB97M-V/def2-TZVPD) results for the ion C2H2NO2S with charge -1 in a non-equilibrium geometry.

Computed properties:
Total energy = -18522.9743 eV
Energy above the lowest of the compared OMol25 structures with the same formula, charge and spin = 526.3 kJ/mol
HOMO energy = -3.451 eV
LUMO = 3.956 eV

ORCA input file:
```
! wB97M-V def2-TZVPD RIJCOSX def2/J DEFGRID3
* xyz -1 1
C 0.821 0.069 -0.418
C 1.049 1.055 0.557
N 0.402 -0.604 0.770
O -2.039 -1.446 0.297
O -0.493 0.108 -1.118
S -1.200 -0.260 0.443
H 1.422 -0.515 -1.185
H 0.038 1.593 0.654
*
```

***

# 10
DFT (wB97M-V/def2-TZVPD) results for the ion C2H2NO2S2 with charge -1 in a non-equilibrium geometry.

Computed properties:
Total energy = -29362.9892 eV
Energy above the lowest of the compared OMol25 structures with the same formula, charge and spin = 128.1 kJ/mol
HOMO energy = -4.676 eV
LUMO = 3.522 eV

ORCA input file:
```
! wB97M-V def2-TZVPD RIJCOSX def2/J DEFGRID3
* xyz -1 1
C 0.318 -1.027 0.049
C 1.009 0.491 0.094
N -1.009 -1.033 0.106
O 1.013 -2.014 0.142
O -2.687 0.461 -1.071
S -0.204 1.635 0.268
S -1.941 0.273 0.193
H 1.717 0.507 1.008
H 1.783 0.708 -0.789
*
```

***

# 11
DFT (wB97M-V/def2-TZVPD) results for the ion C2H2NO4 with charge -1 in a non-equilibrium geometry.

Computed properties:
Total energy = -11785.6396 eV
Energy above the lowest of the compared OMol25 structures with the same formula, charge and spin = 355.1 kJ/mol
SMILES = O=CN(O)C(=O)[O-]
HOMO energy = -4.077 eV
LUMO = 4.124 eV

ORCA input file:
```
! wB97M-V def2-TZVPD RIJCOSX def2/J DEFGRID3
* xyz -1 1
O 0.077 2.691 -0.228
C -0.132 1.595 0.152
N 0.659 0.306 -0.811
O -0.033 -0.900 -0.574
C 2.064 0.169 -0.050
O 2.347 -0.987 0.237
O 2.617 1.240 0.103
H -0.960 1.295 0.804
H 0.792 -1.493 -0.394
*
```

***

# 12
DFT (wB97M-V/def2-TZVPD) results for a cluster of 2 separate species, C2H2NO4S2 in total in a non-equilibrium geometry.

Computed properties:
Total energy = -33456.3250 eV
Energy above the lowest of the compared OMol25 structures with the same formula, charge and spin = 182.0 kJ/mol
HOMO energy = -4.265 eV
LUMO = 3.253 eV

ORCA input file:
```
! wB97M-V def2-TZVPD RIJCOSX def2/J DEFGRID3
* xyz -1 1
C -1.992 1.741 -2.087
C 0.658 -0.040 0.292
N 1.174 -1.300 0.690
O -1.266 1.476 -2.915
O 1.882 -1.195 1.923
O -2.739 2.135 -1.338
O 0.177 -2.269 0.760
S -0.846 0.017 -0.338
S 1.671 1.316 0.597
H -0.614 -1.687 0.602
H 1.895 -0.194 1.814
*
```

***

# 13
DFT (wB97M-V/def2-TZVPD) results for a cluster of 2 separate species, C2H2NO5S in total in a non-equilibrium geometry.

Computed properties:
Total energy = -24665.4196 eV
Energy above the lowest of the compared OMol25 structures with the same formula, charge and spin = 550.3 kJ/mol
HOMO energy (spin up / spin down) = -4.829 / -4.830 eV
LUMO (spin up / spin down) = 2.553 / 2.553 eV

ORCA input file:
```
! wB97M-V def2-TZVPD RIJCOSX def2/J DEFGRID3
* xyz -1 1
C -0.375 -0.856 1.220
C -0.448 0.284 0.580
N -1.339 1.291 0.496
O 1.249 0.686 -2.428
O -1.203 2.294 1.216
O -2.206 1.213 -0.392
O 0.962 -1.661 -1.694
O 2.599 -0.205 -0.573
S 1.433 -0.327 -1.418
H 0.438 -1.540 1.037
H -1.109 -1.178 1.956
*
```

***

# 14
DFT (wB97M-V/def2-TZVPD) results for a cluster of 2 separate species, C2H2NOP in total in a non-equilibrium geometry.

Computed properties:
Total energy = -14923.6515 eV
Energy above the lowest of the compared OMol25 structures with the same formula, charge and spin = 760.7 kJ/mol
HOMO energy (spin up / spin down) = -9.622 / -9.622 eV
LUMO (spin up / spin down) = -3.761 / -3.761 eV

ORCA input file:
```
! wB97M-V def2-TZVPD RIJCOSX def2/J DEFGRID3
* xyz 0 1
C 1.494 -1.260 -0.026
C -0.082 0.597 -0.271
N 2.097 -0.142 0.016
O 1.189 0.932 -0.146
P -0.334 -1.120 -0.225
H 2.071 -2.068 0.091
H -2.048 2.596 -0.785
*
```

***

# 15
DFT (wB97M-V/def2-TZVPD) results for an isolated molecule of C2H2O2 in a non-equilibrium geometry.

Computed properties:
Total energy = -6198.5392 eV
Energy above the lowest of the compared OMol25 structures with the same formula, charge and spin = 146.2 kJ/mol
SMILES = O=CC=O
HOMO energy = -9.741 eV
LUMO = 0.214 eV

ORCA input file:
```
! wB97M-V def2-TZVPD RIJCOSX def2/J DEFGRID3
* xyz 0 1
O 1.464 -0.703 -0.685
C 0.796 0.086 -0.078
C -0.792 0.169 -0.168
O -0.776 -0.657 0.730
H 1.125 0.703 0.772
H -1.817 0.402 -0.571
*
```

***

# 16
DFT (wB97M-V/def2-TZVPD) results for an isolated molecule of C2H2O2 in a non-equilibrium geometry.

Computed properties:
Total energy = -6196.2810 eV
Energy above the lowest of the compared OMol25 structures with the same formula, charge and spin = 364.1 kJ/mol
SMILES = O1[C@H]2O[C@@H]12
HOMO energy = -8.850 eV
LUMO = 1.075 eV

ORCA input file:
```
! wB97M-V def2-TZVPD RIJCOSX def2/J DEFGRID3
* xyz 0 1
O -0.652 1.014 -0.007
C -0.078 -0.046 -0.711
O -0.661 -1.059 0.008
C -0.074 -0.064 0.742
H 0.700 0.075 -1.418
H 0.765 0.081 1.385
*
```

***

# 17
DFT (wB97M-V/def2-TZVPD) results for an isolated molecule of C2H2O2 in a non-equilibrium geometry.

Computed properties:
Total energy = -6199.6690 eV
Energy above the lowest of the compared OMol25 structures with the same formula, charge and spin = 37.2 kJ/mol
SMILES = O=CC=O
HOMO energy = -10.102 eV
LUMO = -0.595 eV

ORCA input file:
```
! wB97M-V def2-TZVPD RIJCOSX def2/J DEFGRID3
* xyz 0 1
O 1.615 -0.195 -0.068
C 0.611 0.441 -0.066
C -0.612 -0.455 -0.044
O -1.668 0.181 -0.071
H 0.563 1.546 0.143
H -0.509 -1.518 0.105
*
```

***

# 18
DFT (wB97M-V/def2-TZVPD) results for a structure of composition C2H2O2PSc in a non-equilibrium geometry.

Computed properties:
Total energy = -36167.9827 eV
HOMO energy (spin up / spin down) = -18.398 / -16.551 eV
LUMO (spin up / spin down) = -10.475 / -10.479 eV

ORCA input file:
```
! wB97M-V def2-TZVPD RIJCOSX def2/J DEFGRID3
* xyz 2 1
P 1.802 1.147 -0.252
O 1.254 -0.393 -0.751
C 0.149 -0.790 0.137
H 0.382 -1.005 1.209
H -0.313 -1.712 -0.234
C -0.668 0.466 0.192
O 0.124 1.479 0.233
Sc -2.729 0.807 -0.533
*
```

***

# 19
DFT (wB97M-V/def2-TZVPD) results for a cluster of 2 separate species, C2H2O2S2 in total in a non-equilibrium geometry.

Computed properties:
Total energy = -27865.6398 eV
Energy above the lowest of the compared OMol25 structures with the same formula, charge and spin = 575.6 kJ/mol
HOMO energy (spin up / spin down) = -9.632 / -8.218 eV
LUMO (spin up / spin down) = -0.911 / -1.478 eV

ORCA input file:
```
! wB97M-V def2-TZVPD RIJCOSX def2/J DEFGRID3
* xyz 0 1
C -0.462 0.943 0.862
C 0.629 -0.442 -1.504
O -0.938 0.905 3.314
O -0.308 -1.286 -1.508
S 2.028 -0.055 -2.091
S -0.625 0.022 2.162
H -0.313 1.943 0.840
H -0.011 -2.030 -2.075
*
```

***

# 20
DFT (wB97M-V/def2-TZVPD) results for a cluster of 2 separate species, C2H2O3S in total in a non-equilibrium geometry.

Computed properties:
Total energy = -19081.0573 eV
Energy above the lowest of the compared OMol25 structures with the same formula, charge and spin = 326.8 kJ/mol
HOMO energy = -9.276 eV
LUMO = -0.756 eV

ORCA input file:
```
! wB97M-V def2-TZVPD RIJCOSX def2/J DEFGRID3
* xyz 0 1
C -0.575 0.512 0.432
C -1.874 0.129 -0.248
O 0.381 0.801 1.007
O 1.874 -0.024 -1.063
O 2.345 -1.486 0.806
S 2.446 -0.151 0.254
H -2.051 0.902 -0.895
H -2.547 -0.683 -0.294
*
```